No. 1
This record from the OMol25 dataset describes a molecular structure, C39H26BrClILaN6O5. The level of theory is wB97M-V/def2-TZVPD.

LUMO = -0.02056 hartree
Kohn-Sham gap = 7.31 eV
energy relative to the best compared isomer or geometry (same formula, charge and spin) = 60.8 kJ/mol
E_HOMO = -7.87 eV
maximum force = 2.2 eV/A
total energy = -5570.13424 Ha

Atoms and positions in Å:
La -0.07217 -1.11410 1.15865
I -0.81453 -2.11310 4.17928
C -2.84980 -1.66157 3.89312
C -3.60834 -1.62854 5.02804
C -4.99412 -1.38920 4.92626
C -5.56145 -1.23913 3.69999
C -4.77827 -1.29744 2.52314
C -5.39505 -1.23707 1.24896
C -4.64819 -1.32596 0.11505
C -3.23547 -1.38913 0.19896
C -2.55784 -1.44878 1.39988
C -3.36933 -1.46725 2.58122
H -3.16296 -1.79438 5.99682
H -5.59369 -1.34864 5.82272
H -6.62739 -1.08633 3.60338
H -6.47103 -1.14408 1.19865
H -5.13160 -1.32198 -0.85251
H -2.69011 -1.41345 -0.74520
Br -6.13364 -0.77311 -4.27928
C -4.62736 0.33236 -4.56120
C -3.85753 0.15699 -5.69856
C -2.76198 0.97935 -5.89559
C -2.41297 1.93062 -4.94576
C -3.21199 2.11978 -3.82394
C -4.32259 1.32081 -3.63286
N -1.28545 2.77022 -5.31979
N -0.40124 3.13969 -4.54266
C -0.25882 2.56115 -3.22934
C -0.18700 3.41607 -2.16195
C -0.18297 2.94198 -0.83910
C -0.19753 1.58145 -0.57129
O -0.25227 1.06445 0.62114
C -0.09930 0.68530 -1.70330
N 0.03383 -0.64745 -1.42708
C 0.10623 -1.50652 -2.41382
C 0.10783 -1.11444 -3.76761
C 0.00299 0.21328 -4.06298
C -0.13523 1.16289 -3.02498
H -4.11654 -0.59897 -6.42483
H -2.15466 0.87857 -6.78309
H -2.98555 2.88516 -3.09785
H -4.94538 1.45835 -2.76114
H -0.21197 4.47997 -2.35352
H -0.20828 3.63070 -0.00825
H 0.19336 -2.55113 -2.13639
H 0.20406 -1.85669 -4.54189
H 0.03994 0.54705 -5.09525
O 4.02604 -5.74565 0.92234
C 4.80959 -4.74142 0.54486
O 5.94509 -4.89662 0.17999
C 4.19372 -3.39225 0.60584
C 4.86290 -2.18078 0.48164
Cl 6.48790 -1.83442 0.13224
N 3.94626 -1.18824 0.59363
N 2.71105 -1.70353 0.77976
C 2.86013 -3.01287 0.79717
C 1.64772 -3.87171 0.98237
O 1.80224 -5.04491 1.30547
O 0.53772 -3.27157 0.79021
C 4.11871 0.22433 0.59835
C 3.23525 0.99495 -0.13867
C 3.35979 2.37453 -0.11410
C 4.36589 2.96943 0.63335
C 5.24495 2.18329 1.36445
C 5.12219 0.80295 1.35855
H 3.10108 -5.43278 1.11666
H 2.47044 0.51884 -0.73641
H 2.66976 2.97469 -0.68857
H 4.46941 4.04490 0.64069
H 6.03267 2.64316 1.94429
H 5.78949 0.18999 1.94258
C 2.31932 3.30271 4.11428
C 2.82843 1.88231 4.34190
C 2.11724 0.92174 3.50731
N 1.56048 0.16679 2.85015
H 2.89335 3.99559 4.72693
H 1.26916 3.38988 4.38446
H 2.43185 3.58637 3.06976
H 2.70433 1.56727 5.38128
H 3.88922 1.79532 4.09301

No. 2
This record from the OMol25 dataset describes a molecular structure, C39H27F5N3O2Se4Tl. The level of theory is wB97M-V/def2-TZVPD.

net charge = -2
LUMO = 0.13155 hartree
Kohn-Sham gap = 5.02 eV
energy relative to the best compared isomer or geometry (same formula, charge and spin) = 0.0 kJ/mol
E_HOMO = -1.44 eV
maximum force = 3.1 eV/A
total energy = -12094.63920 Ha

Atoms and positions in Å:
Tl -10.51409 -20.49248 3.68293
Se -9.40542 -15.38510 1.57177
Se -8.15044 -17.11933 0.75498
Se -9.43330 -18.98828 -0.03349
Se -9.09428 -20.84725 1.40488
C -13.52518 -20.91961 8.02864
C -12.24978 -20.43577 8.23384
C -11.20988 -21.00152 7.46650
C -11.49652 -22.08289 6.70828
N -12.74094 -22.65913 6.62565
C -13.75625 -22.00092 7.23976
C -10.31604 -22.76775 5.98105
C -9.78374 -23.88573 6.54160
C -8.65878 -24.54340 5.97262
C -8.13658 -24.09040 4.76148
C -8.85337 -23.07179 4.17908
C -9.86823 -22.35202 4.76217
H -14.39377 -20.37721 8.42870
H -12.01203 -19.62255 8.90153
H -10.20684 -20.62765 7.54706
H -14.74595 -22.35803 7.00649
H -10.21616 -24.41990 7.37655
H -8.22175 -25.39697 6.48875
H -7.20004 -24.60147 4.35095
H -8.52581 -22.75218 3.20143
O -14.23108 -10.43770 -0.74290
C -14.39272 -11.63652 -0.01182
C -14.50687 -11.19509 1.43665
C -15.29498 -10.20314 1.98509
C -15.56251 -10.15447 3.34692
N -14.93342 -10.93004 4.22523
C -14.04002 -11.81126 3.74838
C -13.88530 -12.05514 2.39639
C -13.17667 -12.57663 4.68046
C -11.88480 -12.84456 4.28021
C -11.10403 -13.69944 5.06059
C -9.73587 -14.05855 4.64648
O -9.27095 -13.14953 3.64720
C -11.63299 -14.15986 6.30631
C -12.95051 -13.78973 6.62615
N -13.66732 -12.98034 5.82964
H -14.15289 -10.63886 -1.68626
H -13.51763 -12.28858 -0.11565
H -15.23566 -12.21449 -0.38794
H -15.81309 -9.43990 1.34982
H -16.29042 -9.41463 3.78513
H -13.30380 -12.92594 2.06647
H -11.44511 -12.39224 3.38105
H -9.81611 -15.03784 4.11543
H -9.04296 -14.17185 5.47447
H -8.89813 -13.66118 2.93165
H -10.99633 -14.87717 6.84697
H -13.49510 -14.02936 7.52712
C -14.76097 -16.74240 2.79187
C -13.31345 -16.73013 2.95691
C -12.67366 -17.88955 3.13975
C -13.31739 -19.18386 3.14954
C -12.65023 -20.41079 3.27339
C -13.30707 -21.60029 3.25252
C -14.72945 -21.61401 3.21190
C -15.46503 -20.43806 3.08733
C -14.76218 -19.17474 3.03802
C -15.43869 -17.92498 2.88351
H -15.30158 -15.78550 2.74281
H -12.70657 -15.84571 2.88331
H -11.61642 -17.79377 3.29973
H -12.85044 -22.56390 3.30416
H -15.29196 -22.59144 3.20544
H -16.50536 -20.40708 2.97558
H -16.51494 -17.86349 2.85449
F -7.82114 -19.30382 4.99919
C -8.81507 -18.76803 5.74858
C -10.08198 -18.84260 5.21108
C -11.06822 -18.43124 6.12041
F -12.38298 -18.71194 5.84374
C -10.83091 -17.86666 7.35486
F -11.86607 -17.49585 8.15499
C -9.52527 -17.66897 7.72420
F -9.32137 -16.92175 8.82380
C -8.52880 -18.24226 6.98791
F -7.23484 -18.16719 7.37061

No. 3
This record from the OMol25 dataset describes a molecular structure, C39H28AsBrN3OSSeZr. The level of theory is wB97M-V/def2-TZVPD.

net charge = +1
LUMO = -0.13926 hartree
Kohn-Sham gap = 6.62 eV
energy relative to the best compared isomer or geometry (same formula, charge and spin) = 39.4 kJ/mol
E_HOMO = -10.41 eV
maximum force = 1.3 eV/A
total energy = -9398.78579 Ha

Atoms and positions in Å:
Zr 1.02830 -0.43937 -0.99355
Br -6.33642 -1.53192 -0.69811
C -5.41702 -2.23377 0.79095
C -5.78824 -1.84514 2.06871
C -5.07004 -2.32443 3.15323
C -3.96332 -3.13668 2.95088
C -3.64819 -3.58490 1.67204
C -4.37949 -3.13426 0.58709
N -3.23320 -3.52184 4.13346
N -1.99936 -3.62071 4.14014
C -1.16452 -3.12898 3.06861
C -0.17526 -3.97570 2.64759
C 0.73879 -3.61129 1.64023
C 0.66975 -2.37450 1.06714
O 1.55320 -1.93572 0.13523
C -0.38289 -1.49465 1.45087
N -0.52930 -0.33372 0.72693
C -1.49706 0.49797 1.05196
C -2.28291 0.32750 2.19912
C -2.13003 -0.80751 2.94338
C -1.24542 -1.82234 2.50985
H -6.63423 -1.18857 2.21434
H -5.33946 -2.04969 4.16509
H -2.84567 -4.29229 1.52009
H -4.14230 -3.47282 -0.41173
H -0.12041 -4.95970 3.09502
H 1.51340 -4.29717 1.32445
H -1.64976 1.35308 0.40382
H -2.99976 1.08787 2.47308
H -2.68005 -0.92932 3.86548
S 2.14244 0.42505 -3.07270
C 2.48435 2.16515 -3.02153
C 3.33143 2.68418 -4.00099
C 3.67815 4.02482 -3.98922
C 3.18938 4.87375 -3.00440
C 2.32887 4.37693 -2.03968
C 1.98002 3.03054 -2.04754
As 0.75558 2.28905 -0.76503
C 2.06921 1.45390 0.48355
C 3.28910 0.96767 -0.00962
C 4.07898 0.11445 0.75583
C 3.67428 -0.25767 2.02713
C 2.50648 0.27334 2.56036
C 1.70989 1.11089 1.79651
C 0.20078 3.79881 0.29206
C -1.01930 4.38641 -0.03976
C -1.50207 5.45009 0.70861
C -0.77741 5.91394 1.79684
C 0.43933 5.33163 2.12438
C 0.93411 4.27343 1.37511
H 3.70950 2.02752 -4.77290
H 4.33877 4.40866 -4.75474
H 3.47315 5.91685 -2.99101
H 1.92580 5.03646 -1.28109
H 3.66817 1.32264 -0.95927
H 5.02166 -0.23619 0.35733
H 4.27434 -0.94335 2.60972
H 2.20917 0.02953 3.57198
H 0.81298 1.53106 2.23634
H -1.58827 4.02638 -0.89053
H -2.44401 5.91142 0.44455
H -1.15871 6.73473 2.38880
H 1.00865 5.70169 2.96648
H 1.89614 3.84462 1.62172
Se -1.08966 -1.16880 -2.22502
C -0.05184 -2.36960 -3.31854
C -0.64558 -2.97962 -4.41597
C 0.06614 -3.91114 -5.15957
C 1.37146 -4.24057 -4.82269
C 1.97652 -3.62560 -3.73694
C 1.26139 -2.69610 -2.99975
H -1.66510 -2.73360 -4.68054
H -0.40991 -4.38799 -6.00579
H 1.91838 -4.96935 -5.40477
H 2.99480 -3.86643 -3.46277
H 1.78332 -2.26904 -2.14033

- Which value of energy relative to the best compared isomer or geometry (same formula, charge and spin) does entry 2 give?
  0.0 kJ/mol